[1]
Computed, not measured: a molecular structure, C3H8N4 in a non-equilibrium geometry, with wB97M-V/def2-TZVPD.

Structure (XYZ):
```
15
Properties=species:S:1:pos:R:3:forces:R:3
N 2.232 1.383 0.071 -0.3 0.0 -0.4
C -0.553 -1.662 0.171 0.1 0.0 0.0
H -1.212 -1.916 -0.662 0.0 0.0 0.0
H 0.962 1.298 -2.134 0.0 0.0 0.0
H 0.387 0.124 1.361 -1.0 -0.6 -0.2
N -1.834 0.354 0.922 -0.6 0.6 0.5
C -0.717 -0.202 0.564 2.2 0.6 -0.3
H 2.762 1.869 0.797 -0.1 -0.1 0.0
H -0.827 -2.281 1.026 0.0 0.0 0.0
N 1.059 1.237 0.532 0.3 0.4 0.1
H 0.475 -1.890 -0.111 0.0 0.0 0.1
C 0.147 0.794 -1.636 0.3 0.2 0.1
H -0.695 0.368 -2.159 0.0 0.0 0.0
H -2.322 -0.220 1.609 -0.1 -0.1 -0.3
N 0.136 0.745 -0.352 -0.7 -1.0 0.5
```
Forces are in eV/Å.

Values from the calculation:
net charge: 0
multiplicity: 1
highest occupied orbital energy (alpha / beta): -7.82 / -7.07 eV
energy relative to the best compared isomer or geometry (same formula, charge and spin): 656.4 kJ/mol
max |F|: 0.0441 hartree/bohr
frontier orbital gap (alpha / beta): 0.2809 / 0.2442 Eh

=====

[2]
Computed, not measured: a gas-phase ion, C2H2O4P (charge -1) in a non-equilibrium geometry, with wB97M-V/def2-TZVPD.

Structure (XYZ):
```
9
Properties=species:S:1:pos:R:3:forces:R:3
O -2.800 -0.806 -0.099 -0.7 -0.9 0.4
H 1.111 0.954 -0.475 -0.5 -2.7 -0.5
C -2.753 0.374 0.321 1.2 -0.9 -1.5
H -0.159 -1.545 0.664 -0.4 0.7 -0.7
O 1.119 -0.059 -0.682 0.9 2.3 0.3
O -0.896 1.783 -0.610 -0.4 1.2 0.6
C -1.357 0.801 -0.099 2.2 -1.8 -1.2
P -0.358 -0.830 -0.624 -0.3 0.6 1.3
O -3.561 1.145 0.746 -1.9 1.5 1.4
```
Forces are in eV/Å.

Values from the calculation:
net charge: -1
multiplicity: 1
highest occupied orbital energy: -4.16 eV
energy relative to the best compared isomer or geometry (same formula, charge and spin): 227.2 kJ/mol
max |F|: 0.0605 hartree/bohr
SMILES: O=C([O-])C(=O)PO
frontier orbital gap: 0.2968 Eh

=====

[3]
Computed, not measured: a molecular structure, C3H4BaLiO3 in a non-equilibrium geometry, with wB97M-V/def2-TZVPD.

Structure (XYZ):
```
12
Properties=species:S:1:pos:R:3:forces:R:3
O 1.035 1.115 0.308 -1.2 2.0 0.5
O -0.872 2.031 -0.542 -2.0 0.3 0.5
H 3.217 0.148 -1.145 -2.9 0.7 0.4
H 1.851 -0.965 0.530 -1.5 2.1 -0.5
Ba -3.781 2.322 0.051 1.6 -0.2 -0.4
Li 2.370 1.900 1.654 0.0 -0.3 -0.4
C 3.753 -0.101 0.277 -2.1 -1.8 4.4
C 0.183 1.387 -0.525 0.5 -0.2 0.1
H 2.510 -1.406 -0.956 0.9 0.0 0.2
C 2.438 -0.531 -0.294 5.1 -2.6 -1.3
O 3.773 0.824 1.155 0.3 -1.1 -2.1
H 4.433 -0.966 0.423 1.2 1.1 -1.3
```
Forces are in eV/Å.

Values from the calculation:
net charge: +2
multiplicity: 2
highest occupied orbital energy (alpha / beta): -13.23 / -14.29 eV
energy relative to the best compared isomer or geometry (same formula, charge and spin): 444.2 kJ/mol
max |F|: 0.1144 hartree/bohr
frontier orbital gap (alpha / beta): 0.1695 / 0.2044 Eh

=====

[4]
Computed, not measured: 2 unconnected molecules or ions with the total composition C2H7N4 in a non-equilibrium geometry, with wB97M-V/def2-TZVPD.

Structure (XYZ):
```
13
Properties=species:S:1:pos:R:3:forces:R:3
N 0.805 -2.292 -0.119 0.7 -0.8 0.1
H 2.703 -1.174 1.160 0.2 0.0 0.1
H 1.413 -0.470 2.169 0.0 0.0 0.0
N -2.622 2.425 -0.782 -1.6 1.3 0.8
H -3.159 3.102 -1.315 0.2 -0.1 -0.2
H 0.086 -2.689 -0.708 0.0 0.0 0.1
H 2.063 0.463 0.835 0.0 0.0 0.0
H 1.591 -2.920 0.101 -0.2 0.1 -0.1
H -2.760 2.376 0.226 0.3 -0.3 -0.1
C 1.805 -0.547 1.153 0.4 -0.4 0.0
C 0.729 -1.084 0.308 -1.4 1.4 -0.6
N -1.738 1.752 -1.350 2.8 -2.3 -0.9
N -0.917 1.057 -1.679 -1.4 1.2 0.5
```
Forces are in eV/Å.

Values from the calculation:
net charge: +1
multiplicity: 1
highest occupied orbital energy (alpha / beta): -11.17 / -11.17 eV
energy relative to the best compared isomer or geometry (same formula, charge and spin): 568.4 kJ/mol
max |F|: 0.0723 hartree/bohr
frontier orbital gap (alpha / beta): 0.2092 / 0.2093 Eh

=====

[5]
Computed, not measured: a molecular structure, C38H38BrCsN6O4 in a non-equilibrium geometry, with wB97M-V/def2-TZVPD.

Structure (XYZ):
```
88
Properties=species:S:1:pos:R:3:forces:R:3
H -0.340 -7.263 2.973 0.0 0.0 0.0
H 2.631 -4.284 3.704 0.0 0.0 0.0
C -0.043 3.564 5.153 -0.1 0.0 0.1
C 4.111 1.283 0.575 -0.1 -0.1 -0.1
H -1.380 -2.722 0.426 0.0 0.1 -0.1
H 1.354 2.075 3.689 -0.1 0.1 -0.1
C 1.868 -4.704 3.062 0.0 0.0 -0.1
N 2.265 -2.904 1.450 -0.1 0.1 0.0
C -0.549 -6.270 -2.918 0.0 0.1 0.1
H -2.412 -3.620 -3.812 0.0 0.1 0.0
C -2.153 2.034 2.309 0.1 -0.2 0.0
H 3.195 -0.105 -2.227 0.0 0.0 0.0
H 5.633 -0.013 -2.674 0.0 0.0 0.0
C -2.231 4.563 5.192 0.1 -0.1 -0.1
H -1.458 4.765 -5.777 0.0 0.0 0.0
C -2.251 5.062 -5.099 -0.1 0.2 -0.2
C -2.597 3.724 4.139 -0.1 0.0 0.1
N 0.243 -3.907 -0.133 0.1 -0.7 0.0
N -1.515 -2.365 -1.637 0.1 -0.1 0.0
H -1.667 4.372 -0.991 0.0 0.1 0.0
H -0.864 -6.185 0.827 0.0 -0.1 0.0
C -4.148 6.455 -4.606 0.0 0.0 0.0
H 6.092 1.694 1.256 0.0 0.0 0.0
C -1.721 2.812 3.573 0.1 0.0 -0.1
C 6.060 0.879 -0.747 0.0 0.0 0.0
H -3.532 4.289 -2.074 0.0 0.0 0.0
C -1.734 -4.218 -3.218 0.1 0.0 0.1
C 1.195 -5.851 3.493 -0.1 0.1 -0.2
H 0.967 3.484 5.539 0.0 0.0 0.0
H 2.392 -2.000 3.332 0.0 0.0 0.0
C 3.015 -2.198 2.457 0.1 0.0 0.1
C -2.232 -1.536 -2.570 -0.1 -0.1 0.0
H -3.016 6.557 -6.430 0.0 0.0 0.0
C -1.044 2.822 -2.402 0.1 0.1 0.8
H 0.652 -6.374 -1.147 0.0 -0.1 0.0
C 3.468 1.796 1.869 -0.1 0.3 0.1
H -1.725 -1.494 -3.537 0.0 -0.1 0.0
H 3.316 -2.001 -0.102 0.0 0.0 0.0
C -1.407 -5.496 -3.681 0.1 0.1 0.1
C -1.385 3.333 -3.584 -0.4 0.5 -0.5
H -3.601 3.777 3.727 0.0 0.0 0.0
N -1.384 2.552 -0.033 -0.5 0.4 -0.4
C -3.391 4.802 -3.016 -0.2 0.1 0.0
O 4.037 1.457 2.924 0.0 0.1 -0.1
C 0.587 -4.620 0.973 -0.1 0.1 -0.1
H -1.872 -1.079 -0.049 -0.1 0.0 0.2
H -3.272 -1.874 -2.744 0.0 0.0 0.0
C -4.275 5.809 -3.384 0.1 -0.1 0.1
H -2.942 5.264 5.611 0.0 0.0 0.0
C -2.354 4.415 -3.867 0.4 -0.3 0.1
Br 0.175 1.367 -2.433 0.0 -0.1 0.0
H 7.134 0.917 -0.889 0.0 0.0 0.0
C -1.977 -2.143 -0.272 -0.1 0.1 -0.1
H -0.616 5.135 6.490 0.0 0.0 0.0
C -0.042 -5.775 -1.721 0.0 0.1 0.1
H 1.428 -6.294 4.454 0.0 0.0 0.0
C 3.000 -3.000 0.202 0.1 -0.1 0.0
H -5.076 6.080 -2.707 0.0 0.0 0.0
C 0.222 -6.386 2.663 0.0 0.1 -0.1
H 3.916 -2.745 2.797 0.0 0.1 0.0
H 3.906 -3.627 0.316 0.0 0.0 0.0
Cs 0.530 0.811 1.170 1.2 -2.5 -2.0
H 2.360 -3.425 -0.569 0.0 0.0 0.0
O -1.739 0.825 2.135 -1.9 0.5 0.8
C -0.938 4.487 5.683 0.0 0.0 0.0
H -3.044 -2.411 -0.163 0.0 0.0 0.0
H 3.345 -1.238 2.053 0.0 -0.1 0.0
C 3.874 0.324 -1.494 -0.1 0.0 0.2
C -0.068 -5.786 1.442 0.0 0.0 -0.1
N 3.312 0.781 -0.372 0.3 0.2 -0.1
C 5.235 0.365 -1.740 0.0 0.0 0.1
O 2.422 2.481 1.734 1.3 0.6 0.4
H -0.260 -7.262 -3.253 0.0 0.0 0.0
C -0.333 -4.481 -1.225 0.0 0.0 0.1
O 0.423 1.796 3.613 0.0 0.6 1.1
H -1.817 -5.857 -4.617 0.0 0.0 0.0
H -3.254 2.193 2.229 -0.2 0.0 0.0
C -1.225 -3.692 -2.030 -0.1 0.2 -0.1
H -1.962 3.990 1.219 0.0 0.1 -0.1
N -1.630 3.028 1.153 -0.1 0.0 0.2
C -3.129 6.072 -5.468 0.1 -0.1 0.0
H -4.839 7.241 -4.886 0.0 0.0 0.0
C 5.496 1.325 0.432 0.0 0.0 0.0
C 1.597 -4.089 1.844 0.1 0.0 0.2
H -2.276 -0.522 -2.168 0.0 0.0 0.0
C -1.413 3.315 -1.076 0.1 -0.2 -0.2
C -0.432 2.722 4.119 0.1 -0.1 -0.1
H -0.892 2.924 -4.457 -0.1 0.0 0.0
```
Forces are in eV/Å.

Values from the calculation:
net charge: -2
multiplicity: 1
highest occupied orbital energy: -0.74 eV
energy relative to the best compared isomer or geometry (same formula, charge and spin): 294.5 kJ/mol
max |F|: 0.0665 hartree/bohr
frontier orbital gap: 0.1604 Eh

=====

Q: Among the records above, which one has the lowest max |F|?
A: C3H8N4